1.
21
Properties=species:S:1:pos:R:3 method="wB97M-V/def2-TZVPD" spin_multiplicity=1 smiles="C[C@H](Cl)[C@H](Cl)P(C)CON=O" e_lumo_ev=0.00 total_charge=0 e_tot_ev=-45262.2751
C -1.6831 1.7662 -0.2871
C -1.6151 0.8143 0.9565
Cl -2.5323 1.4135 2.3972
C -0.1359 0.4113 1.3069
Cl 0.9565 1.8746 1.3285
P 0.3552 -0.8453 -0.0403
C 0.6729 -2.5003 0.8120
C 1.9569 -0.2554 -0.8881
O 1.5557 0.6415 -1.9768
N 0.8440 -0.1378 -2.8743
O -0.1174 0.4288 -3.2285
H -2.0957 2.7374 0.0437
H -0.7161 1.8739 -0.8099
H -2.3792 1.3090 -1.0197
H -2.0879 -0.1389 0.6397
H -0.0695 -0.0281 2.3220
H 1.6436 -2.5582 1.3357
H -0.1839 -2.6531 1.4978
H 0.5881 -3.2706 0.0218
H 2.4269 -1.1361 -1.3676
H 2.6166 0.2533 -0.1694

---

2.
18
Properties=species:S:1:pos:R:3 method="wB97M-V/def2-TZVPD" e_above_lowest_kj_mol=12.9 spin_multiplicity=1 smiles="CC(C)=O.ClCCCl" e_lumo_ev=0.70 total_charge=0 e_tot_ev=-32439.6841
O 1.2318 -1.1702 -0.6592
C 1.7863 -0.8245 0.3712
C 2.6530 0.4119 0.4362
C 1.6459 -1.6081 1.6558
H 2.6944 0.9052 -0.5495
H 3.6794 0.1445 0.7392
H 2.2444 1.1265 1.1704
H 2.6333 -1.9619 1.9972
H 1.2072 -0.9744 2.4449
H 0.9921 -2.4832 1.5033
Cl -3.0833 0.1386 -3.1289
Cl -2.1087 1.4700 0.8515
C -2.4006 1.1121 -1.8003
C -2.7913 0.4965 -0.4771
H -1.3012 1.1462 -1.9248
H -2.7825 2.1466 -1.8968
H -3.8908 0.4624 -0.3525
H -2.4094 -0.5381 -0.3806

---

3.
18
Properties=species:S:1:pos:R:3 method="wB97M-V/def2-TZVPD" e_above_lowest_kj_mol=377.1 spin_multiplicity=1 e_lumo_ev="-4.59 / -3.57" total_charge=+1 e_tot_ev=-20839.9504
C 1.3183 -0.3730 -0.6222
C 1.2831 0.8747 -1.4326
C 0.1328 1.0720 0.5480
C -2.4925 -0.7143 -0.3940
C 0.5103 -1.1425 1.5745
N 0.5072 1.7379 -0.5654
N 0.6254 -0.1747 0.5136
Cl -0.7651 1.7404 1.8075
H 1.7923 -1.2989 -0.8663
H 2.2853 1.2935 -1.6212
H 0.8092 0.7405 -2.4184
H -2.3113 -0.4989 -1.4251
H -3.1375 -0.0773 0.1727
H -2.2093 -1.6660 0.0031
H 0.4470 -2.1438 1.1529
H -0.3783 -0.9385 2.1671
H 1.3866 -1.0926 2.2227
H 0.1965 2.6615 -0.8169

---

4.
18
Properties=species:S:1:pos:R:3 method="wB97M-V/def2-TZVPD" e_above_lowest_kj_mol=267.4 spin_multiplicity=1 e_lumo_ev=0.88 total_charge=0 e_tot_ev=-21404.7628
C -1.6697 0.5377 -0.6245
C -0.9337 1.4490 0.4262
C 0.6198 -0.2510 0.2627
C 1.3875 0.1905 -0.9529
C 1.1906 -1.4151 1.0043
N -1.1487 -0.7922 -0.6154
O 0.0389 0.6673 1.0673
Cl -1.9436 -1.7713 0.5638
H -2.7459 0.5553 -0.4353
H -1.4877 0.9332 -1.6266
H -0.4825 2.3114 -0.0789
H -1.6062 1.8066 1.2091
H 0.8490 0.9280 -1.5390
H 1.5935 -0.6705 -1.5825
H 2.3330 0.6280 -0.6299
H 0.6774 -1.5341 1.9524
H 2.2531 -1.2514 1.1826
H 1.0754 -2.3214 0.4167

---

Computed F_max, in the same sequence as the records: 1.845 0.976 1.164 2.852 eV/Å.